[1]
{
  "formula": "C5H15NO2",
  "method": "ωB97M-V/def2-TZVPD",
  "species": ["C", "C", "C", "C", "C", "N", "H", "H", "H", "H", "H", "H", "H", "H", "H", "H", "H", "H", "H", "O", "H", "H", "O"],
  "xyz": [[-0.376, -1.559, 1.036], [-0.079, -1.972, -0.353], [0.628, -0.746, -1.032], [2.407, 0.886, -0.674], [1.620, -0.068, -0.190], [-1.058, -0.278, 1.264], [-0.957, -2.282, 1.561], [0.633, -1.636, 1.453], [-1.044, -2.166, -0.988], [0.560, -2.835, -0.369], [0.880, -1.225, -2.057], [-0.206, -0.003, -1.354], [3.178, 1.487, -0.144], [2.214, 1.111, -1.782], [1.353, -0.328, 0.906], [-1.948, -0.384, 0.911], [-0.588, 0.547, 1.003], [0.015, 3.078, 1.297], [0.533, 2.187, 2.375], [-0.197, 2.221, 1.680], [-2.969, 0.706, -1.280], [-2.227, 1.822, -2.076], [-2.373, 1.435, -1.189]],
  "forces_ev_per_a": [[-0.1, 0.2, 1.1], [-1.9, 1.6, -2.4], [-2.6, -1.5, -3.1], [0.3, 0.5, -1.3], [-0.5, 0.0, 1.5], [2.0, -2.5, 1.6], [-0.5, -0.9, 0.4], [-0.5, 0.3, 1.0], [1.6, 0.1, 1.1], [0.3, -0.6, 0.0], [0.7, 1.3, 1.4], [1.2, -1.0, 0.8], [-0.9, -0.5, -0.3], [0.8, -0.2, 1.6], [1.9, 1.1, -1.8], [-2.2, 0.5, -1.0], [0.2, 0.8, -0.7], [-0.3, 0.2, -0.6], [-1.4, -0.4, -1.1], [1.9, 0.7, 1.7], [-0.9, -0.9, -0.5], [-0.3, -0.3, 0.2], [1.2, 1.3, 0.3]],
  "nbo_charge": [-0.24, -0.42, -0.56, -0.47, -0.21, -0.86, 0.18, 0.16, 0.18, 0.18, 0.21, 0.25, 0.19, 0.19, 0.20, 0.35, 0.40, 0.45, 0.45, -0.98, 0.39, 0.34, -1.37],
  "orbital_gap_ev": [2.6, 8.8],
  "charge": -1,
  "max_force_ev_per_a": 4.29,
  "e_lumo_ha": [0.1281, 0.1276],
  "s_squared": 0.750,
  "relative_energy_ev": 2.545,
  "spin_multiplicity": 2,
  "total_energy_ha": -404.6077
}


[2]
{
  "formula": "C4H19N2O4",
  "method": "ωB97M-V/def2-TZVPD",
  "species": ["N", "C", "C", "N", "C", "C", "O", "H", "H", "H", "H", "H", "H", "H", "H", "H", "H", "H", "H", "H", "H", "H", "O", "H", "H", "O", "H", "H", "O"],
  "xyz": [[1.891, 0.426, 0.414], [0.862, -0.190, 1.364], [0.284, -1.490, 0.782], [0.094, -1.452, -0.683], [-0.990, -0.530, -1.112], [-0.373, 0.548, -2.026], [0.195, 1.602, -1.278], [2.500, -0.329, -0.006], [2.445, 1.121, 0.884], [1.326, 0.953, -0.323], [1.284, -0.339, 2.305], [0.037, 0.518, 1.479], [0.934, -2.317, 0.946], [-0.668, -1.741, 1.358], [-0.076, -2.415, -1.037], [-1.762, -1.099, -1.699], [-1.497, -0.004, -0.276], [-1.101, 0.990, -2.674], [0.491, 0.183, -2.632], [-0.461, 1.930, -0.646], [-2.068, 3.189, 0.524], [-1.940, 1.767, 1.161], [-1.522, 2.405, 0.643], [2.104, -1.648, -1.574], [3.652, -2.027, -1.655], [3.019, -1.330, -1.366], [-2.628, 0.745, 3.071], [-3.437, 0.075, 1.912], [-2.594, 0.458, 2.143]],
  "forces_ev_per_a": [[-0.8, -1.0, 0.4], [-0.9, 0.4, -2.3], [-1.1, -0.3, 0.0], [-0.7, -0.3, 0.6], [0.2, -0.3, -1.5], [0.5, -0.4, -0.2], [0.9, 0.2, 0.5], [-0.4, 0.8, 0.0], [0.4, 0.2, 0.4], [0.2, -0.3, -0.2], [0.8, -0.4, 1.5], [0.4, 0.2, -0.1], [0.8, -0.6, 0.4], [1.0, 0.5, -0.6], [0.0, 1.0, 0.6], [0.6, 0.5, 0.6], [0.3, -0.6, -0.3], [-0.6, 0.0, -0.6], [-1.0, -0.2, 0.3], [-0.4, 0.4, 0.2], [-0.1, -0.2, 0.2], [-1.7, -1.7, 1.7], [1.8, 2.2, -1.9], [0.8, 0.3, 0.2], [-0.7, 0.8, 0.3], [-0.2, -1.0, -0.4], [-0.2, -0.3, -0.4], [-0.5, -0.2, 0.1], [0.6, 0.2, 0.5]],
  "nbo_charge": [-0.74, -0.24, -0.24, -0.68, -0.28, -0.08, -0.75, 0.47, 0.42, 0.47, 0.23, 0.22, 0.21, 0.20, 0.39, 0.22, 0.20, 0.19, 0.19, 0.51, 0.50, 0.50, -0.98, 0.50, 0.51, -0.98, 0.50, 0.50, -0.97],
  "orbital_gap_ev": 10.4,
  "charge": 1,
  "max_force_ev_per_a": 3.41,
  "e_lumo_ha": -0.0931,
  "relative_energy_ev": 0.666,
  "spin_multiplicity": 1,
  "total_energy_ha": -574.0552
}


[3]
{
  "formula": "C5H8O2",
  "method": "ωB97M-V/def2-TZVPD",
  "species": ["O", "C", "C", "C", "C", "C", "O", "H", "H", "H", "H", "H", "H", "H", "H"],
  "xyz": [[-2.242, -0.721, 0.665], [-1.511, 0.243, 0.961], [0.436, -0.345, 0.595], [0.470, -0.605, -0.768], [1.183, 0.699, -1.119], [1.032, 1.007, 0.392], [1.276, 1.952, 1.093], [-1.721, -0.923, -0.742], [-1.175, 0.386, 1.991], [-1.470, 1.138, 0.309], [0.461, -1.046, 1.420], [0.548, -1.548, -1.289], [-1.099, -0.758, -1.272], [0.853, 1.411, -1.882], [2.230, 0.432, -1.301]],
  "forces_ev_per_a": [[0.0, 0.4, 0.1], [-0.4, 0.1, 0.2], [0.5, -0.3, 0.1], [0.4, -0.3, 0.2], [0.1, 0.1, -0.1], [0.1, 0.2, 0.3], [-0.1, -0.4, -0.4], [0.1, 0.1, -0.3], [-0.1, 0.0, 0.0], [-0.1, -0.1, 0.2], [0.0, 0.1, 0.0], [0.1, 0.1, 0.0], [-0.3, -0.1, -0.2], [-0.2, -0.3, 0.1], [0.0, 0.3, -0.1]],
  "nbo_charge": [-0.59, 0.18, -0.44, -0.06, -0.54, 0.59, -0.52, 0.20, 0.18, 0.13, 0.25, 0.23, -0.07, 0.23, 0.23],
  "orbital_gap_ev": 9.5,
  "max_force_ev_per_a": 0.59,
  "e_lumo_ha": 0.0001,
  "relative_energy_ev": 5.398,
  "spin_multiplicity": 1,
  "total_energy_ha": -345.6066
}


[4]
{
  "formula": "C40H41NO4P2Ti",
  "method": "ωB97M-V/def2-TZVPD",
  "species": ["Ti", "O", "C", "O", "C", "P", "C", "C", "C", "C", "C", "C", "C", "C", "C", "C", "C", "C", "H", "H", "H", "H", "H", "H", "H", "H", "H", "H", "H", "H", "C", "C", "C", "C", "C", "C", "C", "P", "C", "C", "C", "C", "C", "C", "C", "C", "C", "C", "C", "C", "C", "C", "H", "H", "H", "H", "H", "H", "H", "H", "H", "H", "H", "H", "H", "H", "H", "H", "H", "H", "H", "H", "O", "C", "O", "C", "N", "C", "C", "C", "H", "H", "H", "H", "H", "H", "H", "H", "H"],
  "xyz": [[0.084, 0.614, -0.884], [0.668, -2.760, -1.908], [-0.066, -2.372, -1.062], [0.137, -1.119, -0.481], [-1.289, -3.058, -0.514], [-2.486, -1.916, 0.334], [-1.619, -1.629, 1.919], [-1.265, -2.660, 2.786], [-0.596, -2.386, 3.968], [-0.279, -1.076, 4.308], [-0.637, -0.035, 3.462], [-1.304, -0.321, 2.278], [-3.800, -3.076, 0.840], [-4.700, -2.615, 1.804], [-5.756, -3.406, 2.222], [-5.936, -4.670, 1.673], [-5.054, -5.134, 0.712], [-3.990, -4.342, 0.296], [-0.944, -3.816, 0.196], [-1.758, -3.568, -1.354], [-1.527, -3.685, 2.547], [-0.326, -3.195, 4.634], [0.232, -0.867, 5.238], [-0.412, 0.989, 3.732], [-1.602, 0.505, 1.631], [-4.552, -1.643, 2.265], [-6.436, -3.044, 2.981], [-6.758, -5.292, 2.001], [-5.185, -6.119, 0.285], [-3.317, -4.736, -0.454], [1.541, 3.619, 0.714], [2.940, 3.206, 1.065], [3.728, 4.028, 1.863], [5.025, 3.676, 2.203], [5.564, 2.480, 1.753], [4.794, 1.642, 0.966], [3.491, 2.003, 0.614], [2.616, 0.866, -0.490], [3.114, -0.783, 0.083], [2.764, -0.973, 1.429], [2.988, -2.174, 2.063], [3.574, -3.214, 1.346], [3.907, -3.033, 0.019], [3.680, -1.825, -0.653], [4.071, -1.779, -2.106], [3.060, 1.326, -2.173], [4.317, 1.835, -2.503], [4.579, 2.234, -3.801], [3.578, 2.149, -4.763], [2.324, 1.663, -4.432], [2.052, 1.237, -3.134], [0.696, 0.647, -2.822], [1.312, 4.602, 1.122], [0.806, 2.923, 1.126], [1.391, 3.673, -0.367], [3.316, 4.963, 2.223], [5.615, 4.336, 2.824], [6.573, 2.197, 2.018], [5.205, 0.695, 0.636], [2.318, -0.159, 1.995], [2.721, -2.299, 3.103], [3.768, -4.165, 1.824], [4.353, -3.850, -0.535], [3.710, -2.677, -2.606], [5.159, -1.765, -2.204], [3.681, -0.923, -2.645], [5.084, 1.928, -1.745], [5.554, 2.621, -4.062], [3.776, 2.472, -5.776], [1.551, 1.606, -5.188], [0.661, -0.418, -3.091], [-0.101, 1.168, -3.361], [-0.964, 2.313, -0.528], [-2.072, 1.813, -0.936], [-2.060, 0.794, -1.652], [-3.375, 2.412, -0.472], [-4.441, 1.343, -0.620], [-5.566, 1.913, -1.469], [-5.380, 3.415, -1.343], [-3.861, 3.585, -1.340], [-3.298, 2.690, 0.577], [-4.780, 1.041, 0.292], [-4.002, 0.516, -1.054], [-6.514, 1.528, -1.104], [-5.400, 1.560, -2.485], [-5.812, 3.780, -0.409], [-5.859, 3.943, -2.164], [-3.533, 4.534, -0.926], [-3.464, 3.495, -2.353]],
  "forces_ev_per_a": [[0.3, -0.2, -0.2], [0.0, -0.1, 0.0], [-0.2, 0.4, 0.2], [-0.3, 0.2, -0.4], [0.1, 0.0, 0.0], [-0.1, -0.1, 0.0], [0.0, 0.1, 0.1], [0.0, 0.0, 0.0], [0.0, 0.0, 0.0], [0.0, 0.0, 0.0], [0.0, 0.0, 0.0], [0.0, 0.1, 0.0], [0.0, 0.0, 0.0], [0.0, 0.0, 0.0], [0.0, 0.0, 0.0], [0.0, 0.0, 0.0], [0.0, 0.0, 0.0], [0.0, 0.0, 0.0], [0.0, -0.1, -0.1], [0.0, -0.1, 0.0], [0.0, 0.0, 0.0], [0.0, 0.0, 0.0], [0.0, 0.0, 0.0], [0.0, 0.0, 0.0], [0.0, 0.0, 0.0], [0.0, 0.0, 0.0], [0.0, 0.0, 0.0], [0.0, 0.0, 0.0], [0.0, 0.0, 0.0], [0.0, 0.0, 0.0], [-0.1, 0.0, 0.0], [0.0, 0.1, 0.0], [0.0, 0.0, 0.0], [0.0, 0.0, 0.0], [0.0, 0.0, 0.0], [0.0, 0.0, 0.0], [0.0, -0.1, 0.1], [-0.2, -0.1, -0.1], [0.0, 0.0, -0.1], [0.0, 0.0, 0.1], [0.0, 0.0, 0.0], [0.0, 0.0, 0.0], [0.0, 0.0, 0.0], [0.0, -0.1, 0.0], [0.0, 0.0, 0.0], [0.1, 0.1, 0.0], [0.0, 0.0, 0.0], [0.0, 0.0, 0.0], [0.0, 0.0, 0.0], [0.0, 0.0, 0.0], [-0.1, 0.0, -0.1], [0.5, 0.0, 0.1], [0.0, 0.0, 0.0], [0.0, 0.0, 0.0], [0.0, 0.0, 0.0], [0.0, 0.0, 0.0], [0.0, 0.0, 0.0], [0.0, 0.0, 0.0], [0.0, 0.0, 0.0], [0.0, 0.0, 0.0], [0.0, 0.0, 0.0], [0.0, 0.0, 0.0], [0.0, 0.0, 0.0], [0.0, 0.0, 0.0], [0.0, 0.0, 0.0], [0.0, 0.0, 0.0], [0.0, 0.0, 0.0], [0.0, 0.0, 0.0], [0.0, 0.0, 0.0], [0.0, 0.0, 0.0], [-0.1, 0.0, 0.0], [-0.1, 0.0, 0.0], [-0.3, 0.0, 0.3], [0.3, 0.0, 0.1], [0.1, -0.1, 0.0], [-0.1, -0.1, -0.1], [0.0, 0.0, -0.1], [0.0, 0.0, 0.0], [0.0, 0.0, 0.0], [0.0, 0.0, 0.0], [0.0, 0.0, 0.0], [0.0, 0.0, 0.0], [0.0, 0.0, 0.0], [0.0, 0.0, 0.0], [0.0, 0.0, 0.0], [0.0, 0.0, 0.0], [0.0, 0.0, 0.0], [0.0, 0.0, 0.0], [0.0, 0.0, 0.0]],
  "mulliken_charge": [-0.43, -0.51, -0.21, 0.80, -1.07, 0.75, 0.30, -0.42, -0.87, -0.56, -0.71, -0.05, 0.77, -0.74, -0.67, -0.52, -0.79, -0.19, 0.48, 0.58, 0.43, 0.48, 0.43, 0.52, 0.16, 0.31, 0.42, 0.40, 0.43, 0.25, -1.05, 0.77, -0.93, -0.80, -0.88, -0.64, 0.88, 1.82, 0.51, -0.98, -0.80, -0.87, -0.63, 1.39, -1.86, -0.45, -0.82, -0.83, -0.74, -0.83, 1.06, -1.02, 0.54, 0.01, 0.22, 0.45, 0.42, 0.48, 0.52, 0.39, 0.53, 0.45, 0.49, 0.53, 0.44, 0.00, 0.52, 0.48, 0.43, 0.55, 0.48, 0.81, -0.57, 0.91, -0.68, 0.26, -0.01, -0.58, -0.66, -0.85, 0.57, 0.40, 0.14, 0.41, 0.32, 0.33, 0.40, 0.43, 0.37],
  "orbital_gap_ev": 6.8,
  "charge": 2,
  "max_force_ev_per_a": 0.54,
  "e_lumo_ha": -0.2361,
  "relative_energy_ev": 0.621,
  "spin_multiplicity": 1,
  "total_energy_ha": -3436.3425
}